# 1
{
  "formula": "C15H24IN4O",
  "method": "ωB97M-V/def2-TZVPD",
  "symbols": ["I", "O", "N", "N", "N", "N", "C", "C", "C", "C", "C", "C", "C", "C", "C", "C", "C", "C", "C", "C", "C", "H", "H", "H", "H", "H", "H", "H", "H", "H", "H", "H", "H", "H", "H", "H", "H", "H", "H", "H", "H", "H", "H", "H", "H"],
  "positions_angstrom": [[3.562410, 0.298371, 0.650127], [-0.640926, -5.319168, 0.005074], [-3.839780, 0.732170, -1.221430], [0.156335, -2.581155, 0.325097], [-1.115960, 4.963435, 1.460098], [0.657044, 4.017298, 0.211084], [1.217347, 5.177076, 0.924551], [-0.117200, -5.973496, -1.140104], [-0.739067, 3.907600, 0.519969], [2.156962, -3.790941, -0.371975], [1.557098, 3.233895, -0.688265], [1.082306, -3.659946, 0.703782], [-3.070483, 0.534469, -0.042184], [-2.629040, 3.006438, -1.334263], [1.226515, 1.669802, -0.791711], [0.332123, -4.977378, 0.986880], [-3.648607, 1.980694, -1.880437], [1.419833, 0.861235, 0.604858], [-1.746374, 2.829554, -0.049562], [0.050331, 5.795692, 1.732771], [-2.013658, 1.428724, 0.646318], [-4.274740, 2.183398, -2.829479], [0.179482, -5.238108, -1.890975], [-1.463776, 1.134901, 1.617364], [1.027363, -5.808736, 1.152077], [1.588763, -3.366164, 1.630102], [-2.518235, 3.995145, -1.919082], [1.652823, 3.697800, -1.737112], [0.205569, 1.444746, -1.294883], [-0.913163, -6.582265, -1.574507], [0.181386, 6.724302, 2.375076], [1.106020, 1.458798, 1.527051], [2.009002, 1.217091, -1.517874], [-2.063131, 5.104221, 1.866136], [2.618805, 3.310537, -0.225275], [1.740015, -3.849059, -1.379051], [-0.428244, -2.936309, -0.432927], [-3.249079, -0.480362, 0.485820], [0.859930, -0.143695, 0.505159], [-0.226272, -4.852010, 1.921174], [2.773297, -4.678183, -0.204576], [0.723393, -6.628093, -0.893703], [2.817437, -2.920243, -0.352415], [2.299439, 5.514930, 0.832369], [-0.503292, -2.437011, 1.088849]],
  "atomic_forces_ev_per_a": [[-1.0259, 0.3563, 0.4324], [0.4286, -0.0535, 0.2523], [2.7569, 3.3303, 1.4373], [-0.2395, 0.0840, 0.1784], [3.8693, -0.8240, -1.9764], [-2.1912, 2.9099, 2.5271], [-5.0547, 0.3217, 1.6289], [-0.3310, 0.0778, -0.1611], [0.7214, 0.9492, 0.4005], [0.2340, 0.0905, 0.0006], [1.3328, -1.5306, -0.6787], [0.0348, -0.2351, -0.3678], [1.0881, 0.9018, 0.3749], [0.2977, -0.5838, 1.0179], [0.2515, -0.4437, -0.3433], [-0.2839, 0.1797, 0.1776], [2.2458, -0.3561, 2.9526], [-0.7765, -0.0579, -1.3885], [-3.0115, -3.3749, -1.1244], [2.9958, -3.0815, -3.1777], [-1.4341, 2.1849, -3.0884], [1.2825, -0.2961, 1.8244], [0.1852, -0.1258, -0.0669], [-1.1497, 0.3681, -1.8649], [0.0716, 0.0345, -0.1427], [-0.1303, -0.0449, 0.0119], [-0.1965, -1.7720, 1.0515], [-0.6236, -0.5114, 1.6877], [1.5907, 0.5894, 1.1186], [0.0227, 0.0497, 0.1359], [-0.8510, -1.6279, -0.8814], [0.6686, -0.9366, -1.2447], [-1.3376, 0.9876, 1.1103], [1.0654, -0.3539, -0.6403], [-1.8526, -0.0524, -0.6034], [-0.0659, -0.0405, 0.0953], [0.1517, 0.0722, 0.0472], [0.2404, 1.8863, -1.0898], [0.9287, 1.5652, 0.3902], [-0.0554, -0.0044, -0.1176], [-0.0631, 0.0443, -0.0238], [0.0302, 0.0868, 0.0239], [-0.0820, -0.0351, 0.0150], [-1.8288, -0.7000, 0.1210], [0.0903, -0.0283, -0.0317]],
  "mulliken_charge": [0.01, -0.39, -0.47, -0.52, -0.01, 0.36, -0.16, -0.63, -0.32, -1.29, -0.52, 0.28, -0.25, -0.18, -0.67, -0.73, -0.28, -0.55, 0.37, -0.47, -0.07, 0.33, 0.22, 0.33, 0.44, 0.35, 0.32, 0.24, 0.24, 0.26, 0.36, 0.40, 0.54, 0.29, 0.32, 0.28, 0.27, 0.31, 0.14, 0.34, 0.36, 0.30, 0.18, 0.38, 0.25],
  "total_charge": 1,
  "homo_energy_ev": -11.317,
  "gap_ev": 7.7
}

---

# 2
{
  "formula": "C15H24N2O4S",
  "method": "ωB97M-V/def2-TZVPD",
  "symbols": ["S", "O", "O", "O", "O", "N", "N", "C", "C", "C", "C", "C", "C", "C", "C", "C", "C", "C", "C", "C", "C", "C", "H", "H", "H", "H", "H", "H", "H", "H", "H", "H", "H", "H", "H", "H", "H", "H", "H", "H", "H", "H", "H", "H", "H", "H"],
  "positions_angstrom": [[-2.360930, -1.019325, 2.095440], [-0.619246, -2.750192, -1.214081], [-3.029762, 0.028316, 1.352938], [1.041644, 2.511532, -1.031706], [-2.743210, -1.196987, 3.464264], [-2.569915, -2.515208, 1.387814], [-1.560170, -0.728007, -0.883514], [2.122097, -0.295115, 1.802248], [-2.720599, -2.697481, -0.049046], [0.318406, 2.267328, -2.218820], [0.265537, -1.825204, 2.003494], [1.624896, -1.592305, 1.908447], [2.243673, 3.226891, -1.205755], [3.385943, 2.381953, -1.768168], [-0.451178, 0.009623, -1.450252], [-4.061449, -2.189032, -0.581819], [-0.602851, -0.751007, 1.981896], [-1.515097, -2.063158, -0.763011], [-0.891506, 1.406580, -1.870771], [3.598199, -0.066309, 1.696034], [1.229560, 0.770018, 1.797831], [-0.133800, 0.544048, 1.885391], [-0.839193, 1.359270, 1.864647], [0.942091, 1.745176, -2.957049], [3.485483, 1.468067, -1.188069], [-4.871111, -2.799359, -0.185385], [-0.128913, -2.825303, 2.076668], [-2.222907, -0.205022, -0.320592], [2.073258, 4.104831, -1.846703], [-4.228133, -1.159633, -0.277812], [-1.420776, 1.876412, -1.040400], [0.358430, 0.100693, -0.717207], [-0.075922, -0.563810, -2.302338], [1.594611, 1.780780, 1.704193], [2.311506, -2.425645, 1.909580], [3.818890, 0.983870, 1.525230], [4.093798, -0.380146, 2.614021], [4.314890, 2.942696, -1.713005], [4.014809, -0.653381, 0.879249], [2.507029, 3.578147, -0.203898], [-0.005808, 3.224254, -2.658178], [-3.223289, -3.053192, 1.936105], [-1.561340, 1.354836, -2.729540], [3.205950, 2.116528, -2.806706], [-2.636118, -3.776115, -0.234672], [-4.077475, -2.250913, -1.666992]],
  "atomic_forces_ev_per_a": [[-0.1522, -0.4083, 0.2465], [0.2346, -0.2265, -0.0452], [0.2044, -0.0604, 0.1306], [-0.1197, -0.1390, 0.0940], [0.0804, -0.1543, 0.0726], [0.2071, 0.6488, 0.6165], [-0.0268, 0.4306, -0.2162], [-0.0746, -0.0011, 0.0269], [-0.0598, 0.0919, -0.5238], [-0.2863, 0.0100, -0.1012], [0.1308, -0.1645, 0.0336], [-0.1054, 0.1228, 0.0298], [0.2752, 0.0475, 0.0000], [-0.4241, 0.1452, 0.0844], [0.1384, -0.0160, -0.1251], [0.1405, -0.0781, 0.0593], [-0.4992, -0.1126, -0.0645], [-0.3161, -0.2959, -0.1698], [0.4701, -0.0693, 0.0335], [-0.0073, -0.0336, 0.0152], [-0.0757, -0.1541, 0.0783], [-0.1019, 0.1580, 0.0218], [-0.0361, 0.1772, -0.0477], [-0.0225, 0.0445, 0.0030], [0.0606, -0.1065, 0.0677], [-0.0787, -0.0395, 0.0266], [0.0311, -0.1395, -0.0381], [0.0235, -0.1308, -0.2381], [-0.0051, -0.0265, 0.1068], [-0.0759, 0.0233, -0.0699], [-0.1017, 0.1234, 0.0014], [-0.0229, -0.0963, -0.0985], [0.0400, 0.1079, 0.0790], [0.0405, 0.1124, -0.0235], [0.0591, -0.1078, -0.0126], [0.0751, 0.0667, -0.0197], [0.0895, 0.0131, 0.0364], [0.1342, 0.0409, -0.0236], [0.0853, -0.0003, -0.0579], [0.0123, 0.0663, -0.1171], [0.0679, -0.1161, 0.0167], [-0.0566, 0.0052, 0.2706], [-0.0708, 0.0146, 0.0015], [0.0487, -0.0539, -0.1020], [0.1191, 0.3031, 0.0509], [-0.0490, -0.0223, -0.1091]],
  "mulliken_charge": [1.42, -0.71, -0.70, -0.19, -0.79, -0.30, 0.06, 1.11, 0.12, -0.72, -0.28, -0.92, -0.40, -1.14, -0.60, -1.32, 0.20, 0.26, -0.58, -1.71, -0.75, -0.47, 0.43, 0.33, 0.20, 0.39, 0.49, 0.40, 0.39, 0.29, 0.33, 0.00, 0.37, 0.25, 0.41, 0.35, 0.43, 0.41, 0.37, 0.32, 0.40, 0.32, 0.35, 0.36, 0.41, 0.39],
  "homo_energy_ev": -9.228,
  "e_above_lowest_kcal_mol": 35.1,
  "gap_ev": 9.9
}

---

# 3
{
  "formula": "C15H24N6O7",
  "method": "ωB97M-V/def2-TZVPD",
  "symbols": ["O", "O", "O", "O", "O", "O", "O", "N", "N", "N", "N", "N", "N", "C", "C", "C", "C", "C", "C", "C", "C", "C", "C", "C", "C", "C", "C", "C", "H", "H", "H", "H", "H", "H", "H", "H", "H", "H", "H", "H", "H", "H", "H", "H", "H", "H", "H", "H", "H", "H", "H", "H"],
  "positions_angstrom": [[1.340994, 1.141950, -1.713775], [-1.444655, -1.958598, 1.037060], [-3.145078, 2.173477, 2.533192], [5.306119, 0.796593, -3.974607], [2.731545, -2.644520, 4.606058], [2.159483, 2.471555, 1.240159], [-3.639625, 0.053977, -2.004760], [3.875682, -0.107112, -2.570315], [-4.229224, -0.899820, -3.985210], [-0.189265, 0.155629, -2.978093], [3.736735, 2.034563, -2.910389], [-3.331903, -2.101100, -2.411989], [-0.631943, 0.420005, -0.931969], [4.400849, 0.885387, -3.157448], [0.844980, -2.244334, 1.480525], [1.882939, -2.398605, 2.416608], [-0.088419, 3.164566, 0.889280], [-0.744329, -2.424477, 3.187850], [1.610126, -2.528469, 3.752039], [-0.461486, -2.175496, 1.886639], [-0.843683, 1.341484, 2.832729], [0.474481, 1.362759, 2.437708], [-1.440539, 3.049164, 1.153999], [0.182947, 0.702378, -1.885008], [0.860097, 2.341087, 1.533007], [0.279321, -2.553652, 4.179341], [-1.816517, 2.193379, 2.244905], [-3.686788, -0.927126, -2.774262], [2.894272, 0.116771, -2.487884], [-2.216216, -1.423023, 1.235682], [-4.285992, -1.721695, -4.569490], [-1.087152, 0.739439, 3.695666], [-1.592545, 0.121854, -1.023932], [-0.045497, -2.491881, 5.207481], [0.268090, 3.911160, 0.195087], [-1.794821, -2.343097, 3.424992], [-2.111746, 3.680445, 0.590659], [-3.491160, -2.872550, -3.044129], [-1.160308, -0.091178, -3.105656], [-3.712794, 2.572486, 1.869799], [0.490442, 0.133496, -3.724816], [4.180892, -1.006336, -2.914341], [1.220131, 0.857070, 3.033256], [2.372730, 2.134207, 0.367055], [-0.295800, 0.682879, -0.016543], [-3.053250, -2.335350, -1.469875], [-4.794052, -0.151118, -4.360080], [3.401078, -2.004498, 4.353678], [2.806225, 2.019154, -2.517950], [2.925108, -2.452938, 2.138541], [4.003748, 2.865675, -3.418394], [1.085774, -2.265614, 0.427920]],
  "atomic_forces_ev_per_a": [[-0.3523, 0.5686, 0.1766], [-1.4523, -0.0985, -3.3918], [-0.3636, -1.0571, 1.5482], [1.1107, 0.2962, 0.0194], [-1.5384, -0.1306, 0.2326], [1.7393, 0.3622, 0.1167], [0.4712, -0.3975, -0.7853], [-2.4011, -4.5683, 2.5964], [-1.1257, 0.3987, -3.1300], [-0.7924, -1.1228, -5.4588], [-0.1330, 2.2071, 0.0564], [1.7526, -4.9149, 1.1635], [-1.7718, 0.6792, 4.5371], [2.1866, 3.6333, -3.8000], [1.7541, -0.2294, -0.3379], [-0.9319, -0.1343, -1.1777], [0.3453, -0.4793, 0.3651], [0.8730, 0.3852, 2.4119], [0.5543, 0.1606, 1.0147], [0.7582, -0.2610, 1.2151], [-1.9958, 0.6588, 0.3188], [0.0371, 1.5589, 0.2504], [1.1954, -0.8539, 1.6493], [3.1719, -0.2719, 1.4893], [-1.2546, -0.2280, -0.7889], [-0.8029, 0.5476, -1.0498], [0.5788, 0.5566, -2.6608], [-1.6894, 4.1008, 1.6407], [-0.4539, -1.1598, 0.8977], [0.4205, 0.0679, 1.0021], [0.1395, 0.0500, 0.3511], [-0.4129, -0.1872, -0.0741], [0.0816, 0.0973, -0.2631], [0.3765, -0.4351, 0.1785], [0.0989, -0.0867, -0.1967], [-0.0658, -0.2185, 0.6309], [-0.4278, -0.0844, 0.2506], [0.1597, -0.0018, 0.4013], [0.3787, -0.0808, -0.3261], [0.4904, 0.1746, -0.2120], [-0.5933, 0.1154, -0.2012], [-0.3000, 0.0950, 0.0949], [0.0784, -0.3832, -0.3283], [-0.1615, -0.0815, -0.4198], [-0.4340, 0.0689, 0.1574], [0.0952, 0.3604, -0.2025], [0.4767, 0.2640, 0.6521], [-0.0573, 0.0589, -0.1925], [0.1182, -0.0139, 0.1159], [-0.0146, 0.0212, -0.4293], [0.0798, -0.4147, 0.0352], [0.0032, 0.4078, -0.1432]],
  "mulliken_charge": [-0.73, -0.52, -0.59, -0.70, -0.59, -0.61, -0.67, -0.34, -0.43, -0.30, -0.42, -0.28, 0.26, 0.41, -0.28, -0.55, -0.29, -0.36, 0.58, 0.12, -0.53, -0.38, -0.44, 0.61, -0.16, -0.64, 0.62, 0.70, 0.23, 0.36, 0.14, 0.52, 0.09, 0.40, 0.40, 0.36, 0.36, 0.16, 0.13, 0.32, 0.20, 0.24, 0.50, 0.30, -0.47, 0.20, 0.23, 0.32, 0.57, 0.38, 0.17, 0.40],
  "homo_energy_ev": -8.216,
  "e_above_lowest_kcal_mol": 0.0,
  "gap_ev": 8.2
}

---

# 4
{
  "formula": "C15H24N8O2STi",
  "method": "ωB97M-V/def2-TZVPD",
  "symbols": ["Ti", "S", "O", "O", "N", "N", "N", "N", "N", "N", "N", "N", "C", "C", "C", "C", "C", "C", "C", "C", "C", "C", "C", "C", "C", "C", "C", "H", "H", "H", "H", "H", "H", "H", "H", "H", "H", "H", "H", "H", "H", "H", "H", "H", "H", "H", "H", "H", "H", "H", "H"],
  "positions_angstrom": [[0.294912, 0.224705, 0.254916], [1.777252, -1.829147, 0.281721], [-0.771086, 1.692968, 0.536108], [-0.123478, 0.013538, -1.506950], [3.120812, 1.530738, 1.621275], [-1.036651, -1.054990, 0.841426], [2.076004, 2.320200, 3.533394], [4.471442, 1.068521, -0.198835], [-0.768960, -2.377862, 1.010654], [0.665247, -4.142695, 0.838625], [2.119133, 1.056615, -0.428296], [0.999443, 0.704318, 2.114830], [-2.870948, 0.551237, 0.733037], [-4.894022, 1.878292, 0.459987], [-2.747740, 2.926377, 0.205631], [-2.080133, 1.720764, 0.478217], [-2.308508, -0.733664, 0.961186], [2.000887, 1.469438, 2.430656], [3.158683, 2.180752, 4.486854], [-4.273386, 0.684317, 0.738294], [-0.173202, 0.779720, -2.519866], [-0.086931, 2.277274, -2.400361], [-0.228491, 0.206334, -3.910531], [0.840217, 2.780539, 4.125804], [3.180196, 1.174204, 0.297799], [-4.125508, 3.004577, 0.178155], [0.434789, -2.795133, 0.763505], [-2.994767, -1.549098, 1.203616], [-4.871423, -0.190954, 0.951800], [3.369665, 3.154483, 4.933706], [-0.020205, 2.558328, -1.347762], [-0.812453, 0.859713, -4.555744], [0.790531, 2.642521, -2.939033], [-0.006488, -4.688025, 1.353200], [-0.970443, 2.749885, -2.834005], [0.276017, 0.696635, 2.834421], [4.058091, 1.817069, 3.997701], [4.556716, 0.482379, -1.018097], [0.129712, 3.014441, 3.333535], [2.902723, 1.479828, 5.291921], [-4.603142, 3.947130, -0.051287], [1.059020, 3.693780, 4.683663], [-2.149556, 3.808802, 0.012691], [1.632433, -4.408305, 0.911128], [3.896055, 2.078589, 1.967187], [0.389861, 2.058803, 4.818777], [-5.972239, 1.941308, 0.449922], [-0.668825, -0.788604, -3.896601], [2.341062, 0.723598, -1.368100], [0.779381, 0.134834, -4.328649], [5.187254, 0.882860, 0.489145]],
  "atomic_forces_ev_per_a": [[2.1727, -0.3290, -0.0364], [0.2678, -0.1439, 0.0096], [-1.1825, 1.1455, 0.4723], [-0.5757, -1.0013, -1.2341], [0.3456, 0.0273, 0.0978], [-1.4935, -0.4639, 0.4639], [0.0012, -0.2137, -0.3148], [-0.3653, -0.0265, 0.3348], [-0.3888, -1.4031, 0.4249], [-0.0580, -0.2061, 0.1162], [1.2842, 0.0376, 0.1516], [1.5386, 1.5212, 1.8125], [0.0977, 1.0057, -0.2116], [-0.1782, -0.0167, -0.0171], [0.0473, 0.0790, -0.0109], [-1.1714, 0.0045, 0.1234], [0.3601, -0.9843, 0.1786], [-1.0215, -0.4741, 0.4285], [0.0991, 0.0276, 0.0518], [0.2243, -0.0148, -0.0352], [-0.1112, 1.0926, -1.7582], [0.0315, -0.4027, 0.3254], [-0.0218, 0.0266, 0.6324], [-0.2020, -0.0260, -0.0709], [0.1827, 0.0177, -0.9242], [0.2241, -0.0291, 0.0553], [-0.0760, 0.3110, -0.1200], [0.1951, 0.1044, -0.0248], [-0.0237, -0.1064, 0.0079], [0.0550, -0.0684, -0.0152], [0.0475, 0.1484, -0.2881], [-0.0496, 0.0118, -0.1619], [0.0721, 0.2469, -0.0805], [-0.0298, -0.0008, -0.0076], [-0.0549, 0.1111, -0.0938], [0.1870, 0.1342, -0.1326], [0.1042, -0.0268, 0.0701], [-0.0065, 0.1685, 0.0403], [-0.0487, -0.0018, 0.0665], [0.0192, -0.0042, -0.0569], [-0.0236, 0.0453, -0.0061], [-0.0713, -0.0646, -0.0323], [0.0671, -0.0385, -0.0103], [-0.1048, -0.0448, 0.0396], [-0.2075, -0.0283, -0.0790], [0.0091, -0.0390, 0.0000], [-0.0708, -0.0175, 0.0170], [0.0015, -0.0694, -0.0353], [-0.1201, 0.1463, 0.1452], [0.0996, -0.0702, -0.2113], [-0.0769, -0.0972, -0.0967]],
  "mulliken_charge": [-0.56, -0.54, -0.52, -0.41, -0.02, 1.20, 0.02, -0.56, -1.51, -0.47, -0.24, 0.13, 0.81, -0.64, -0.37, 0.50, -0.33, 0.32, -1.05, -0.90, 0.91, -0.88, -1.50, -1.06, 0.35, -0.52, 0.58, 0.27, 0.37, 0.36, 0.01, 0.40, 0.32, 0.24, 0.42, 0.28, 0.32, 0.25, 0.32, 0.32, 0.39, 0.32, 0.42, 0.23, 0.31, 0.37, 0.39, 0.33, 0.18, 0.27, 0.20],
  "homo_energy_ev": [-4.563, -6.896],
  "spin_multiplicity": 3,
  "e_above_lowest_kcal_mol": 29.9,
  "gap_ev": [4.6, 6.9],
  "s_squared": 2.04
}

---

Short version: electronic energy = -32040.2291, -37949.9596, -39218.1765, -65912.3626 eV, in the order given.
Short version: maximum force = 5.3, 0.9, 5.8, 2.8 eV/Å, in the order given.